Entry 1:
This record from the OMol25 dataset describes a structure of composition C26H26CoN4O4P. The level of theory is wB97M-V/def2-TZVPD.

## Properties
Multiplicity: 2
<S²>: 0.883
Charge: +1
Frontier orbital gap (alpha / beta), eV: 8.3679 / 8.5648
Highest occupied orbital energy (alpha / beta), eV: -11.06 / -11.07

Last column: Löwdin charge in e.
Cartesian coordinates (Å):
1 Co -0.513 -1.089 0.715  0.4311
2 N 2.596 -1.529 1.280  0.0840
3 C 3.236 -0.501 0.548  -0.2968
4 C 4.631 -0.474 0.523  -0.0318
5 C 5.318 0.543 -0.110  -0.0625
6 C 4.625 1.594 -0.696  -0.0707
7 C 3.245 1.563 -0.698  -0.0943
8 C 2.525 0.498 -0.140  -0.2712
9 P 0.721 0.456 -0.416  1.0966
10 C 0.481 0.256 -2.210  -0.3395
11 C -0.368 -0.766 -2.635  -0.1004
12 C -0.607 -0.979 -3.988  -0.0677
13 C 0.012 -0.175 -4.930  -0.0641
14 C 0.861 0.847 -4.520  -0.0581
15 C 1.092 1.065 -3.172  -0.0824
16 C 0.218 2.155 -0.020  -0.3703
17 C -0.465 2.972 -0.913  -0.0905
18 C -0.836 4.260 -0.535  -0.0662
19 C -0.535 4.726 0.734  -0.0670
20 C 0.132 3.904 1.638  -0.0592
21 C 0.505 2.624 1.263  -0.0877
22 H 3.284 -2.095 1.760  0.0945
23 H 1.927 -1.186 1.966  0.0610
24 H 5.180 -1.254 1.040  0.1145
25 H 6.401 0.538 -0.109  0.1135
26 H 5.154 2.425 -1.143  0.1104
27 H 2.703 2.395 -1.130  0.0995
28 H -0.865 -1.397 -1.905  0.0694
29 H -1.279 -1.768 -4.301  0.1097
30 H -0.168 -0.338 -5.985  0.1119
31 H 1.344 1.479 -5.255  0.1130
32 H 1.749 1.871 -2.877  0.0968
33 H -0.711 2.613 -1.905  0.1044
34 H -1.356 4.896 -1.239  0.1101
35 H -0.817 5.730 1.023  0.1100
36 H 0.363 4.263 2.632  0.1123
37 H 1.027 1.987 1.971  0.1171
38 O -1.011 -0.659 4.596  0.1103
39 C -0.938 -0.612 3.394  -0.5576
40 O -0.115 -1.260 2.615  -0.1210
41 C -1.882 0.266 2.600  -0.1454
42 C -2.832 1.069 3.195  0.0335
43 C -3.699 1.784 2.385  -0.0146
44 C -3.592 1.672 1.007  -0.0172
45 C -2.610 0.860 0.477  -0.0901
46 N -1.774 0.179 1.265  -0.0107
47 H -2.869 1.103 4.275  0.1325
48 H -4.460 2.417 2.823  0.1205
49 H -4.261 2.202 0.344  0.1191
50 H -2.475 0.748 -0.591  0.1260
51 C -2.892 -5.664 0.466  -0.0140
52 O -3.063 -4.259 0.198  0.0383
53 C -2.029 -3.448 0.218  -0.5308
54 O -2.176 -2.244 0.046  0.0540
55 N -0.786 -3.965 0.400  0.0714
56 N 0.260 -3.039 0.541  0.0341
57 H -3.891 -6.082 0.472  0.1060
58 H -2.434 -5.815 1.443  0.1041
59 H -2.307 -6.135 -0.325  0.1039
60 H -0.616 -4.935 0.596  0.1448
61 H 0.971 -3.185 -0.167  0.1227
62 H 0.674 -3.105 1.467  0.1008

Entry 2:
This record from the OMol25 dataset describes a cluster of 2 separate species, C6H7BS in total at a distorted geometry. The level of theory is wB97M-V/def2-TZVPD.

## Properties
Multiplicity: 1
Energy above the lowest of the compared OMol25 structures with the same formula, charge and spin, kcal per mole: 63.1
Frontier orbital gap (alpha / beta), eV: 9.2534 / 6.5238
Highest occupied orbital energy (alpha / beta), eV: -9.34 / -8.73

Last column: Löwdin charge in e.
Cartesian coordinates (Å):
1 B -3.246 1.585 -1.058  -0.6180
2 C 1.452 0.931 -1.211  -0.1122
3 C 0.743 1.826 -0.427  -0.1025
4 C 1.519 -0.434 -0.894  -0.1154
5 C -0.076 1.349 0.625  -0.1350
6 C 0.876 -0.906 0.224  -0.1369
7 C 0.153 0.017 0.881  0.0139
8 S -3.329 0.310 0.075  0.7117
9 H -4.115 1.976 -1.606  -0.0646
10 H -2.189 2.171 -1.220  -0.0043
11 H 2.136 1.390 -1.991  0.1211
12 H 0.434 2.834 -0.588  0.0946
13 H 2.280 -1.003 -1.580  0.1392
14 H -0.655 1.981 1.239  0.0866
15 H 0.838 -2.003 0.467  0.1217

Entry 3:
This record from the OMol25 dataset describes an isolated molecule of C6H16Si at a distorted geometry. The level of theory is wB97M-V/def2-TZVPD.

## Properties
Multiplicity: 1
SMILES: C[SiH2]CC(C)(C)C
Energy above the lowest of the compared OMol25 structures with the same formula, charge and spin, kcal per mole: 25.1
Frontier orbital gap, eV: 10.7344
Highest occupied orbital energy, eV: -9.83

Last column: Löwdin charge in e.
Cartesian coordinates (Å):
1 C 1.687 -2.536 1.198  -0.2576
2 Si 0.612 -1.044 1.485  0.5981
3 C 0.682 -0.160 -0.201  -0.2823
4 C -0.548 0.843 -0.618  -0.6029
5 C -1.866 0.048 -0.724  -0.0748
6 C -0.593 1.851 0.587  -0.0887
7 C -0.115 1.428 -1.992  -0.0617
8 H 2.569 -2.441 1.783  0.0036
9 H 1.031 -3.341 1.522  0.0140
10 H 2.029 -2.729 0.184  0.0260
11 H 1.169 -0.185 2.437  -0.0613
12 H -0.660 -1.503 2.109  -0.0351
13 H 0.712 -0.894 -1.063  0.0820
14 H 1.696 0.282 -0.155  0.0780
15 H -2.706 0.645 -1.042  0.0772
16 H -2.091 -0.615 0.144  0.0713
17 H -1.631 -0.745 -1.430  0.0710
18 H -1.297 2.644 0.303  0.0779
19 H -0.885 1.484 1.609  0.0811
20 H 0.381 2.256 0.750  0.0583
21 H 0.049 0.613 -2.659  0.0654
22 H -0.919 1.948 -2.473  0.0638
23 H 0.695 2.150 -1.755  0.0966

Entry 4:
This record from the OMol25 dataset describes a cluster of 8 separate species, C30H83N7O9 in total at a distorted geometry. The level of theory is wB97M-V/def2-TZVPD.

## Properties
Multiplicity: 1
SMILES: COC[C@H](C)N.COC[C@H](C)N.COC[C@H](C)N.COC[C@H](C)N.COC[C@H](C)N.COC[C@H](C)N.COC[C@H](C)N.OCCO
Energy above the lowest of the compared OMol25 structures with the same formula, charge and spin, kcal per mole: 44.4
Frontier orbital gap, eV: 9.7335
Highest occupied orbital energy, eV: -9.03

Last column: Löwdin charge in e.
Cartesian coordinates (Å):
1 C 4.950 -5.298 -1.813  -0.0774
2 O 4.283 -4.647 -0.717  -0.2240
3 C 5.272 -4.239 0.231  -0.1894
4 C 4.667 -4.388 1.661  -0.4386
5 C 3.480 -3.371 1.785  -0.0482
6 N 5.540 -4.152 2.724  0.0452
7 H 5.559 -6.124 -1.404  0.0977
8 H 5.577 -4.585 -2.243  0.0592
9 H 4.219 -5.646 -2.517  0.0767
10 H 6.069 -4.935 0.148  0.0946
11 H 5.628 -3.258 -0.013  0.1123
12 H 4.264 -5.385 1.737  0.1332
13 H 3.810 -2.374 1.471  0.0589
14 H 3.040 -3.407 2.810  0.0901
15 H 2.684 -3.595 1.010  0.0825
16 H 6.380 -4.682 2.724  0.0703
17 H 5.735 -3.190 2.808  0.0646
18 C -5.400 -1.925 -1.197  -0.0785
19 O -4.108 -1.793 -0.573  -0.2497
20 C -4.101 -1.101 0.682  -0.1866
21 C -2.650 -1.252 1.238  -0.3547
22 C -2.418 -2.828 1.554  -0.0313
23 N -2.589 -0.461 2.515  0.0709
24 H -5.377 -2.607 -2.069  0.0921
25 H -5.695 -0.910 -1.445  0.0581
26 H -6.052 -2.434 -0.453  0.0937
27 H -4.485 -0.079 0.577  0.1019
28 H -4.739 -1.649 1.413  0.1296
29 H -1.944 -0.957 0.444  0.0970
30 H -2.828 -3.013 2.536  0.0601
31 H -1.325 -3.063 1.575  0.0735
32 H -2.855 -3.453 0.769  0.0635
33 H -2.652 0.465 2.239  0.0187
34 H -1.661 -0.627 2.916  0.0637
35 C 3.715 2.861 -1.109  -0.1348
36 O 4.052 1.569 -0.772  -0.1500
37 C 3.270 0.621 -1.427  -0.2571
38 C 3.852 -0.713 -1.346  -0.4173
39 C 4.947 -0.971 -2.351  -0.0446
40 N 2.782 -1.760 -1.591  0.0909
41 H 2.644 3.083 -0.923  0.0786
42 H 3.826 3.149 -2.157  0.0902
43 H 4.383 3.470 -0.525  0.0912
44 H 2.219 0.753 -1.117  0.1099
45 H 3.264 0.828 -2.479  0.1121
46 H 4.303 -0.856 -0.369  0.1248
47 H 5.676 -0.168 -2.265  0.0885
48 H 4.434 -1.007 -3.324  0.0899
49 H 5.318 -1.999 -2.166  0.0698
50 H 3.221 -2.681 -1.626  0.0548
51 H 2.202 -1.851 -0.812  0.0094
52 C 0.017 4.991 -2.996  -0.1203
53 O -0.952 3.984 -2.997  -0.1760
54 C -0.469 2.874 -3.735  -0.1881
55 C 0.190 1.805 -2.830  -0.3438
56 C 0.539 0.577 -3.648  -0.0594
57 N -0.661 1.507 -1.588  0.0938
58 H -0.523 5.991 -2.992  0.1115
59 H 0.668 4.969 -3.825  0.0627
60 H 0.622 4.957 -2.095  0.0809
61 H -1.346 2.463 -4.193  0.1196
62 H 0.266 3.192 -4.461  0.1138
63 H 1.140 2.216 -2.488  0.0995
64 H 1.090 0.711 -4.557  0.0785
65 H -0.310 -0.102 -3.913  0.0513
66 H 1.143 -0.081 -2.967  0.0586
67 H -1.021 0.555 -1.656  0.0573
68 H -1.504 2.057 -1.572  0.0532
69 C -4.656 1.980 -2.241  -0.0995
70 O -3.820 2.590 -1.280  -0.1995
71 C -4.449 2.941 -0.033  -0.1923
72 C -3.480 3.737 0.829  -0.4284
73 C -3.990 3.969 2.234  -0.0577
74 N -3.304 5.011 0.117  0.0607
75 H -4.035 1.778 -3.173  0.1071
76 H -5.574 2.543 -2.464  0.0906
77 H -5.020 0.996 -1.935  0.0508
78 H -5.356 3.540 -0.155  0.1279
79 H -4.858 2.082 0.472  0.0991
80 H -2.506 3.200 0.987  0.1292
81 H -5.073 4.141 2.250  0.0850
82 H -3.540 4.826 2.705  0.0620
83 H -3.840 3.119 2.889  0.0623
84 H -2.650 5.534 0.636  0.0475
85 H -2.884 4.868 -0.798  0.0680
86 C 0.906 -5.476 -2.176  -0.1003
87 O -0.100 -4.545 -1.755  -0.1884
88 C -0.659 -3.961 -2.909  -0.2425
89 C -1.426 -2.770 -2.432  -0.3923
90 C -2.056 -1.999 -3.587  -0.0553
91 N -0.503 -1.878 -1.645  0.0894
92 H 1.422 -5.746 -1.246  0.0910
93 H 1.615 -4.978 -2.840  0.0737
94 H 0.560 -6.369 -2.711  0.0881
95 H 0.150 -3.718 -3.630  0.1268
96 H -1.262 -4.764 -3.473  0.1509
97 H -2.308 -3.070 -1.847  0.1274
98 H -1.283 -1.471 -4.194  0.0649
99 H -2.756 -1.270 -3.161  0.0747
100 H -2.649 -2.684 -4.130  0.0625
101 H 0.332 -1.825 -2.205  0.0321
102 H -0.173 -2.368 -0.841  0.0465
103 C -1.504 0.748 5.989  -0.1389
104 O -0.855 0.996 4.777  -0.2058
105 C -1.219 2.308 4.282  -0.1898
106 C -0.569 3.415 5.074  -0.4155
107 C -0.705 4.822 4.446  -0.0578
108 N 0.913 3.264 5.310  0.0499
109 H -0.954 1.143 6.863  0.0881
110 H -1.482 -0.355 6.191  0.0998
111 H -2.561 1.045 6.042  0.0941
112 H -1.131 2.323 3.221  0.0903
113 H -2.254 2.368 4.513  0.0914
114 H -1.011 3.510 6.065  0.1243
115 H -1.788 5.118 4.510  0.0805
116 H -0.433 4.688 3.370  0.0884
117 H -0.119 5.506 5.065  0.0788
118 H 1.312 3.556 4.450  0.0323
119 H 1.226 2.325 5.493  0.0594
120 O 1.034 -0.535 0.705  -0.0871
121 C 1.218 0.214 1.851  -0.2271
122 C 1.079 1.764 1.540  -0.2194
123 O -0.197 2.024 1.060  -0.1042
124 H 0.129 -0.351 0.378  0.0579
125 H 0.653 -0.040 2.766  0.1088
126 H 2.239 0.005 2.053  0.1004
127 H 1.871 2.025 0.856  0.0870
128 H 1.243 2.267 2.518  0.1061
129 H -0.191 1.848 0.101  0.0163

Let's list molar mass in order: 548.425, 122.001, 116.280, 686.034 g mol⁻¹.
Let's list energy in order: -3250.34673, -655.70592, -527.65911, -2253.06138 Eh.